Molecular formula: C37H51N7O6PbS
Method: DFT, ωB97M-V with the def2-TZVPD basis set

Output
- DFT total energy: -2865.7175 hartree
- Energy relative to the best compared isomer or geometry (same formula, charge and spin): 75.2 kcal per mole
- Kohn-Sham gap: 7.20 eV
- Lowest unoccupied orbital energy: -6.478 eV
- Charge: +2

Last column: Löwdin charge in e.
Atoms and positions in Å:
Pb -2.71 -0.17 0.46  1.507
C 3.68 -2.36 -4.09  -0.022
C 2.31 -1.67 -4.21  -0.559
C 1.42 -2.44 -5.20  -0.029
C 2.51 -0.25 -4.74  -0.055
C 1.63 -1.68 -2.85  -0.142
C 1.34 -0.57 -2.15  0.041
C 0.76 -0.67 -0.81  -0.155
N 0.81 0.37 -0.08  0.234
C 0.59 0.65 1.29  -0.363
C 1.97 0.90 1.87  0.147
C 2.12 2.11 2.36  -0.055
C 0.23 2.64 3.78  0.110
C -0.70 1.72 3.89  -0.025
C -1.07 1.19 2.52  -0.504
O -2.35 1.13 2.25  -0.257
C -1.37 1.29 5.18  -0.531
C -2.77 1.90 5.25  -0.018
C -0.55 1.76 6.38  -0.037
C -1.45 -0.24 5.18  -0.017
C 3.30 2.95 2.73  -0.523
C 4.50 2.01 2.84  -0.027
C 3.53 3.95 1.58  -0.001
C 3.13 3.73 4.04  -0.026
C 0.14 -2.01 -0.46  -0.248
O -0.85 -2.03 0.25  -0.074
C 0.68 -3.21 -1.11  -0.084
C 1.36 -3.00 -2.26  0.070
C 0.35 -4.60 -0.57  -0.538
C 1.17 -5.67 -1.27  -0.049
C -1.14 -4.90 -0.81  -0.032
C 0.65 -4.65 0.93  -0.027
H 4.15 -2.40 -5.07  0.100
H 4.33 -1.80 -3.41  0.098
H 3.59 -3.38 -3.72  0.082
H 1.85 -2.37 -6.20  0.098
H 1.34 -3.50 -4.96  0.084
H 0.41 -2.02 -5.24  0.078
H 2.95 -0.29 -5.73  0.097
H 1.57 0.30 -4.81  0.088
H 3.20 0.32 -4.10  0.093
H 1.59 0.43 -2.49  0.118
H 2.77 0.19 1.77  0.150
H 0.75 3.29 4.46  0.123
H -2.72 2.99 5.29  0.095
H -3.38 1.61 4.39  0.077
H -3.27 1.55 6.16  0.099
H -0.49 2.85 6.43  0.091
H -1.03 1.43 7.30  0.099
H 0.46 1.35 6.36  0.096
H -2.08 -0.60 4.36  0.086
H -0.47 -0.70 5.09  0.098
H -1.90 -0.57 6.12  0.100
H 4.71 1.51 1.90  0.093
H 5.38 2.60 3.10  0.102
H 4.36 1.26 3.62  0.103
H 3.66 3.43 0.63  0.102
H 2.70 4.66 1.48  0.075
H 4.43 4.52 1.78  0.105
H 2.95 3.07 4.89  0.098
H 4.06 4.26 4.24  0.105
H 2.35 4.49 3.97  0.090
H 1.72 -3.85 -2.81  0.103
H 0.92 -5.77 -2.33  0.089
H 2.24 -5.48 -1.18  0.100
H 0.97 -6.64 -0.81  0.098
H -1.38 -4.84 -1.88  0.082
H -1.37 -5.92 -0.49  0.098
H -1.79 -4.23 -0.26  0.073
H 1.72 -4.47 1.12  0.097
H 0.07 -3.93 1.50  0.079
H 0.42 -5.64 1.32  0.097
C -2.71 2.67 -2.60  0.012
C -1.93 2.92 -1.36  -0.322
N -1.54 2.03 -0.46  0.099
C -0.76 2.72 0.45  -0.118
C -0.72 4.04 0.13  -0.060
N -1.46 4.14 -1.03  0.204
C 0.01 5.19 0.73  -0.463
O -0.31 5.49 2.00  0.150
O 0.83 5.81 0.12  0.169
C -0.14 1.97 1.55  -0.133
O 0.76 2.79 2.39  0.019
O -0.34 -0.07 2.12  0.000
H -3.42 1.87 -2.43  0.011
H -2.03 2.39 -3.41  0.098
H -3.26 3.56 -2.90  0.099
H -1.57 4.98 -1.58  0.192
H -1.07 4.98 2.30  0.128
C -3.22 -2.79 -4.94  0.015
C -4.17 -1.95 -4.17  -0.311
N -5.40 -1.70 -4.48  0.155
N -5.85 -0.91 -3.47  0.047
C -4.95 -0.64 -2.53  -0.757
S -5.19 0.32 -1.16  0.564
N -3.85 -1.32 -2.98  -0.084
N -2.62 -1.36 -2.31  0.090
H -3.73 -3.14 -5.84  0.101
H -2.90 -3.66 -4.36  0.088
H -2.34 -2.23 -5.24  0.079
H -6.80 -0.58 -3.48  0.169
H -1.88 -1.05 -2.93  0.111
H -2.43 -2.32 -2.03  0.097

=====

Molecular formula: C37H52B2Br8F2N6O5S2
Method: DFT, ωB97M-V with the def2-TZVPD basis set

Output
- DFT total energy: -23783.7428 hartree
- Kohn-Sham gap: 7.51 eV
- Lowest unoccupied orbital energy: -0.835 eV

Last column: Löwdin charge in e.
Atoms and positions in Å:
C -2.72 -0.03 3.51  0.020
C -1.64 -0.19 3.02  -0.057
C -0.43 -0.43 2.27  -0.116
C 0.46 -1.40 2.69  0.040
B 0.04 -2.18 4.02  -0.639
O 0.17 -1.49 5.23  0.147
O -0.44 -3.47 4.04  -0.001
C -1.83 -3.53 4.41  -0.208
C -2.68 -3.89 3.19  -0.050
C 1.66 -1.59 1.90  -0.114
C 2.70 -2.61 2.31  -0.210
C 3.92 -1.93 2.97  -0.155
C 3.55 -1.24 4.31  -0.160
C 3.99 0.26 4.35  -0.189
C 2.77 1.19 4.54  -0.253
C 2.96 2.58 3.92  -0.107
C 1.87 -0.83 0.76  0.030
B 3.17 -1.00 -0.13  -0.577
O 4.21 -0.14 0.14  0.145
N 3.34 -1.96 -1.21  -0.073
C 2.27 -2.95 -1.30  -0.087
C 3.44 -1.25 -2.52  -0.094
C 0.93 0.15 0.35  -0.133
N 1.21 0.84 -0.80  0.238
C 0.32 1.75 -1.09  -0.169
C 0.57 2.59 -2.33  -0.099
C -0.57 2.55 -3.38  -0.243
C -0.07 2.26 -4.81  -0.418
S -1.08 3.18 -6.05  0.859
C -2.72 2.51 -5.88  -1.214
S -3.45 1.78 -7.17  0.578
N -3.43 2.57 -4.66  -0.173
C -4.13 1.56 -4.08  -0.109
C -4.69 2.03 -2.93  -0.116
N -4.34 3.36 -2.83  0.067
C -3.58 3.67 -3.83  -0.198
C -0.84 2.00 -0.28  -0.183
N -1.78 3.03 -0.66  0.157
C -2.91 2.92 0.27  -0.496
O -3.84 2.23 0.13  0.215
F -2.76 3.72 1.32  0.164
C -1.21 4.32 -0.48  -0.524
O -0.25 4.61 0.12  0.215
F -1.89 5.26 -1.14  0.163
N -1.11 1.32 0.78  0.249
C -0.21 0.36 1.12  -0.118
H -3.67 0.20 3.95  -0.060
H -0.55 -0.86 5.28  0.090
H -2.14 -2.57 4.82  0.047
H -1.96 -4.29 5.19  0.123
H -3.01 -4.93 3.20  0.070
H -2.07 -3.75 2.29  0.071
H -3.55 -3.24 3.08  0.071
H 3.07 -3.19 1.46  0.083
H 2.34 -3.33 3.04  0.057
H 4.65 -2.71 3.20  0.113
H 4.41 -1.22 2.31  0.085
H 2.48 -1.26 4.52  0.076
H 4.09 -1.74 5.12  0.107
H 4.60 0.55 3.49  0.100
H 4.62 0.40 5.23  0.102
H 2.58 1.26 5.62  0.109
H 1.88 0.73 4.11  0.087
H 3.62 3.21 4.51  0.068
H 3.40 2.46 2.93  0.067
H 1.99 3.07 3.79  0.065
H 5.06 -0.57 -0.05  0.113
H 2.48 -3.58 -2.17  0.085
H 2.23 -3.61 -0.43  0.030
H 1.28 -2.51 -1.48  0.097
H 3.76 -0.22 -2.40  0.082
H 4.24 -1.74 -3.10  0.007
H 2.49 -1.35 -3.04  0.071
H 1.48 2.21 -2.78  0.111
H 0.79 3.61 -2.00  0.117
H -1.40 1.91 -3.10  0.105
H -1.00 3.56 -3.41  0.073
H -0.27 1.21 -5.01  0.079
H 0.98 2.51 -4.95  0.078
H -4.25 0.54 -4.40  0.114
H -5.29 1.48 -2.23  0.098
H -3.16 4.65 -3.96  0.131
Br 0.93 -5.05 1.77  0.852
C 0.49 -6.90 2.20  -0.651
C 0.91 -7.24 3.60  -0.690
Br 2.83 -7.52 3.72  0.612
H 0.96 -7.52 1.44  0.050
H -0.59 -6.97 2.10  0.058
H 0.46 -8.18 3.91  0.057
H 0.66 -6.46 4.32  0.049
Br -2.45 7.44 -7.76  0.606
C -3.66 6.45 -8.92  -0.697
C -4.70 5.72 -8.12  -0.582
Br -3.93 4.07 -7.28  0.791
H -3.04 5.79 -9.53  0.051
H -4.11 7.20 -9.57  0.054
H -5.50 5.36 -8.77  0.060
H -5.12 6.32 -7.32  0.051
Br -3.79 -0.55 6.05  0.807
C -4.79 0.07 7.61  -0.653
C -4.41 1.48 7.97  -0.697
Br -2.69 1.55 8.88  0.616
H -4.60 -0.64 8.41  0.051
H -5.84 0.02 7.32  0.059
H -5.13 1.90 8.68  0.058
H -4.34 2.14 7.11  0.053
Br 2.82 -3.27 -5.85  0.621
C 3.83 -2.18 -7.10  -0.691
C 5.31 -2.28 -6.85  -0.688
Br 5.85 -1.23 -5.30  0.657
H 3.45 -1.16 -7.00  0.050
H 3.58 -2.56 -8.08  0.057
H 5.86 -1.86 -7.68  0.057
H 5.64 -3.30 -6.67  0.050

=====

Molecular formula: C37H52BBrCoF4N2O3SSi4Te
Method: DFT, ωB97M-V with the def2-TZVPD basis set

Output
- DFT total energy: -7981.7359 hartree
- Energy relative to the best compared isomer or geometry (same formula, charge and spin): 0.0 kcal per mole
- Kohn-Sham gap (alpha / beta): 7.16 / 4.22 eV
- Spin multiplicity: 5
- Lowest unoccupied orbital energy (alpha / beta): -2.777 / -5.721 eV
- Charge: +1
- ⟨S²⟩: 6.011

Last column: Löwdin charge in e.
Atoms and positions in Å:
Co 0.55 0.72 0.01  0.601
C 3.84 0.19 0.36  -0.038
O 2.84 1.18 0.04  -0.189
C 3.24 2.46 -0.23  -0.192
C 4.56 2.84 -0.43  -0.041
C 4.86 4.20 -0.48  -0.673
Br 6.64 4.74 -0.73  0.797
C 3.91 5.20 -0.36  -0.050
C 2.54 4.81 -0.25  -0.045
C 2.23 3.44 -0.17  -0.163
O 0.93 3.04 0.06  0.000
C 1.55 5.88 -0.23  -0.225
N 1.91 7.18 -0.13  0.170
C 0.76 7.90 -0.16  -0.242
C 0.58 9.27 -0.17  -0.010
C -0.71 9.79 -0.29  -0.092
C -1.80 8.95 -0.39  -0.085
C -1.64 7.56 -0.46  -0.017
C -0.37 7.04 -0.30  -0.166
N 0.18 5.75 -0.33  0.164
H 4.44 0.45 1.24  0.125
H 4.49 0.04 -0.53  0.110
H 3.29 -0.73 0.56  0.050
H 5.35 2.10 -0.50  0.106
H 4.17 6.24 -0.39  0.107
H 0.88 2.66 0.96  0.087
H 1.46 9.89 -0.12  0.113
H -0.83 10.86 -0.36  0.104
H -2.80 9.36 -0.45  0.100
H -2.47 6.90 -0.65  0.071
H -0.35 4.88 -0.37  0.156
O -1.22 1.33 -0.53  -0.613
S -2.46 1.06 -1.35  1.060
C -3.90 1.53 -0.26  -0.249
C -4.00 2.98 -0.02  -0.302
C -3.69 3.48 1.27  -0.018
C -3.84 4.85 1.54  -0.050
C -4.32 5.72 0.56  -0.085
C -4.61 5.22 -0.72  -0.070
C -4.41 3.86 -1.02  -0.037
C -2.78 -0.79 -1.36  -0.258
C -3.14 -1.33 -0.02  -0.322
C -2.28 -1.15 1.06  -0.074
C -2.67 -1.50 2.35  -0.060
C -3.90 -2.11 2.60  -0.047
C -4.79 -2.25 1.53  -0.057
C -4.41 -1.87 0.24  -0.044
H -3.76 1.03 0.70  0.098
H -4.79 1.12 -0.76  0.124
H -3.35 2.83 2.04  0.110
H -3.61 5.22 2.53  0.108
H -4.40 6.77 0.78  0.105
H -4.96 5.86 -1.50  0.106
H -4.61 3.53 -2.03  0.114
H -1.82 -1.21 -1.74  0.010
H -3.59 -0.95 -2.10  0.119
H -1.29 -0.72 0.92  0.075
H -2.01 -1.24 3.16  0.108
H -4.14 -2.45 3.60  0.114
H -5.78 -2.66 1.68  0.113
H -5.10 -2.00 -0.58  0.118
F 1.08 -0.60 1.61  -0.027
B 1.18 0.33 2.75  -1.248
F 2.48 0.42 3.11  0.212
F 0.37 -0.12 3.73  0.210
F 0.71 1.58 2.21  0.096
C 4.54 -3.92 -1.57  -0.210
Si 2.81 -4.56 -2.01  0.292
C 2.91 -6.45 -1.93  -0.201
C 2.53 -4.19 -3.85  -0.218
Si 1.15 -3.73 -0.65  0.172
Te 1.02 -1.33 -1.66  0.839
Si -0.85 -4.81 -1.19  0.345
C -0.59 -6.66 -1.38  -0.210
C -1.66 -4.22 -2.82  -0.201
C -2.10 -4.76 0.22  -0.207
Si 1.59 -3.93 1.64  0.372
C 0.32 -3.34 2.91  -0.180
C 1.74 -5.82 1.90  -0.203
C 3.24 -3.20 2.20  -0.193
H 5.23 -4.20 -2.38  0.044
H 4.90 -4.39 -0.64  0.030
H 4.58 -2.84 -1.44  0.014
H 3.78 -6.75 -2.54  0.050
H 2.03 -6.88 -2.41  0.014
H 3.03 -6.85 -0.93  0.017
H 3.32 -4.73 -4.41  0.049
H 2.60 -3.13 -4.06  0.003
H 1.56 -4.56 -4.20  0.028
H -0.28 -6.92 -2.41  0.036
H -1.56 -7.11 -1.16  0.042
H 0.16 -7.06 -0.70  0.022
H -1.27 -4.80 -3.66  0.028
H -1.48 -3.17 -3.01  -0.016
H -2.76 -4.38 -2.77  0.045
H -1.86 -5.53 0.97  0.044
H -3.11 -4.97 -0.18  0.046
H -2.14 -3.79 0.73  -0.005
H -0.69 -3.69 2.66  0.017
H 0.34 -2.27 3.03  -0.006
H 0.59 -3.80 3.88  0.056
H 0.78 -6.33 1.77  0.026
H 2.04 -5.99 2.96  0.046
H 2.49 -6.29 1.27  0.012
H 3.12 -2.14 2.46  0.016
H 4.05 -3.36 1.48  0.025
H 3.52 -3.74 3.11  0.046

=====

Molecular formula: C37H52N2O13PS7Ti
Method: DFT, ωB97M-V with the def2-TZVPD basis set

Output
- DFT total energy: -6507.3379 hartree
- Energy relative to the best compared isomer or geometry (same formula, charge and spin): 22.2 kcal per mole
- Kohn-Sham gap: 6.95 eV
- Lowest unoccupied orbital energy: 1.759 eV
- Charge: -1

Last column: Löwdin charge in e.
Atoms and positions in Å:
Ti 0.34 -0.17 0.39  1.027
O 5.61 4.08 1.21  0.109
C 5.62 2.76 0.92  -0.478
O 6.46 2.04 1.38  0.140
C 4.57 2.33 -0.05  -0.077
C 4.52 2.63 -1.40  -0.019
N 3.44 2.01 -1.89  0.006
N 2.78 1.32 -0.96  0.129
C 3.45 1.50 0.16  -0.141
C 2.91 0.96 1.44  -0.499
O 3.34 1.33 2.50  0.130
O 1.96 0.07 1.29  -0.200
H 4.81 4.47 0.83  0.109
H 5.18 3.21 -2.02  0.132
H 3.17 1.86 -2.87  0.076
C 1.11 -0.51 4.71  -0.049
C -0.26 0.15 4.60  -0.349
C -0.14 1.50 3.91  -0.037
C -1.30 -0.80 4.04  -0.129
C -2.26 -1.28 4.93  -0.051
C -3.24 -2.19 4.54  -0.084
C -3.27 -2.63 3.23  -0.037
C -2.34 -2.19 2.30  -0.129
C -2.39 -2.70 0.88  -0.378
C -3.80 -2.67 0.30  -0.058
C -1.79 -4.11 0.77  -0.032
C -1.36 -1.28 2.72  -0.208
O -0.40 -0.92 1.82  -0.191
H 1.81 0.15 5.22  0.087
H 1.53 -0.70 3.71  0.050
H 1.06 -1.45 5.26  0.067
H -0.61 0.36 5.62  0.121
H 0.29 1.41 2.92  0.048
H 0.52 2.15 4.49  0.089
H -1.11 2.00 3.80  0.062
H -2.24 -0.93 5.95  0.107
H -3.97 -2.54 5.26  0.096
H -4.03 -3.34 2.92  0.109
H -1.79 -2.05 0.26  0.067
H -4.44 -3.46 0.71  0.070
H -3.75 -2.79 -0.78  0.076
H -4.28 -1.71 0.51  0.080
H -2.34 -4.82 1.39  0.081
H -0.75 -4.12 1.08  0.066
H -1.83 -4.45 -0.27  0.087
C 4.57 -0.73 -3.46  -0.206
S 2.79 -0.43 -3.63  0.916
O 2.71 0.95 -4.24  -0.530
C 2.53 -1.58 -4.97  -0.399
C 2.43 -2.93 -4.66  -0.081
C 2.20 -3.84 -5.68  -0.068
C 2.07 -3.39 -6.99  -0.091
C 2.15 -2.04 -7.28  -0.082
C 2.38 -1.12 -6.26  -0.068
H 5.06 -0.37 -4.36  0.063
H 4.75 -1.80 -3.33  0.059
H 4.91 -0.20 -2.58  0.040
H 2.49 -3.26 -3.63  0.077
H 2.11 -4.89 -5.45  0.107
H 1.88 -4.11 -7.79  0.098
H 2.03 -1.69 -8.30  0.099
H 2.43 -0.06 -6.45  0.105
C 1.40 -3.75 3.57  -0.371
S 2.76 -3.11 2.56  0.848
C 2.48 -4.06 1.11  -0.985
C 1.95 -3.66 -0.07  -1.047
S 1.49 -2.14 -0.78  0.663
S 1.77 -4.96 -1.24  0.887
C 2.46 -6.26 -0.34  -1.520
S 2.62 -7.79 -0.92  0.477
S 2.95 -5.75 1.22  0.897
H 1.62 -3.49 4.61  0.025
H 1.35 -4.83 3.48  0.026
H 0.46 -3.30 3.28  0.024
C -1.93 4.36 -2.65  -0.023
C -1.11 3.94 -1.45  -0.596
C -1.14 5.00 -0.36  -0.025
C 0.32 3.60 -1.86  -0.026
O -1.79 2.73 -0.97  -0.161
P -1.51 1.88 0.34  0.306
O -2.05 0.50 0.18  -0.243
O -0.01 1.81 0.65  -0.305
O -2.18 2.72 1.51  -0.149
C -3.59 2.65 1.92  -0.595
C -4.51 2.70 0.70  -0.027
C -3.77 3.89 2.78  -0.026
C -3.82 1.38 2.72  -0.014
H -1.59 5.34 -3.00  0.089
H -2.98 4.43 -2.39  0.087
H -1.81 3.65 -3.47  0.079
H -0.65 5.91 -0.73  0.091
H -0.61 4.67 0.54  0.087
H -2.17 5.25 -0.09  0.082
H 0.74 4.46 -2.39  0.095
H 0.33 2.73 -2.51  0.086
H 0.94 3.38 -1.00  0.069
H -4.32 3.60 0.11  0.081
H -5.55 2.72 1.04  0.090
H -4.37 1.83 0.07  0.083
H -3.59 4.79 2.20  0.081
H -3.07 3.86 3.62  0.086
H -4.79 3.92 3.18  0.089
H -3.54 0.50 2.15  0.074
H -4.87 1.30 2.99  0.095
H -3.23 1.39 3.64  0.079
C -2.07 0.46 -3.13  -0.118
S -0.82 -0.66 -2.56  0.435
O -1.51 -1.72 -1.87  -0.324
O -0.03 -1.01 -3.71  -0.328
O 0.03 0.17 -1.58  -0.522
H -2.77 -0.17 -3.68  0.072
H -1.61 1.20 -3.79  0.063
H -2.55 0.93 -2.28  0.042

=====

- Among the records above, which one has the lowest DFT total energy?
  C37H52B2Br8F2N6O5S2